Entry 1:
9
Properties=species:S:1:pos:R:3 method="wB97M-V/def2-TZVPD" total_energy_ha=-5823.47891 fmax_ha_per_bohr=0.179 homo_lumo_gap_ev="7.812 / 7.336" e_above_lowest_kcal_mol=47.30 homo_ev="-8.8 / -8.9" lumo_energy_ev="-1.033 / -1.558"
F -2.663 -0.627 -0.215
C -1.291 -0.709 -0.225
Cl -0.576 -1.942 -1.101
C -0.301 0.615 -0.034
Br -1.015 1.980 1.026
C 1.064 0.407 -0.036
Br 1.797 -1.109 1.239
H 1.524 0.119 -0.969
H 1.461 1.267 0.315

=====

Entry 2:
11
Properties=species:S:1:pos:R:3 method="wB97M-V/def2-TZVPD" total_energy_ha=-334.70435 fmax_ha_per_bohr=0.084 homo_lumo_gap_ev="8.969 / 8.474" e_above_lowest_kcal_mol=52.29 homo_ev="-20.6 / -21.4" lumo_energy_ev="-11.614 / -12.909" multiplicity=2 charge=+3
C 2.742 0.327 -1.425
O 2.617 -0.337 -2.358
H 2.417 -0.637 -3.285
C 0.363 1.104 1.064
C -0.439 0.109 0.794
C -1.373 -0.724 0.209
O -2.520 -0.949 0.656
Sr -4.349 -0.447 2.019
H 1.009 1.062 1.950
H 0.254 2.068 0.553
H -0.721 -1.575 -0.176

=====

Entry 3:
16
Properties=species:S:1:pos:R:3 method="wB97M-V/def2-TZVPD" total_energy_ha=-342.12815 fmax_ha_per_bohr=0.076 homo_lumo_gap_ev="6.791 / 7.202" e_above_lowest_kcal_mol=143.77 homo_ev="-11.7 / -11.9" lumo_energy_ev="-4.895 / -4.747" charge=+1
C 1.663 -0.021 1.262
C 1.118 1.880 0.066
C -0.721 -0.144 1.144
C -0.868 -0.799 -1.444
N 1.792 1.040 0.658
N -1.342 -1.059 0.054
O 0.500 -0.639 1.516
H 2.465 -0.491 1.760
H 1.367 1.990 -0.969
H 0.418 2.600 0.522
H -0.619 0.882 0.776
H -0.462 0.187 -1.604
H -0.059 -1.427 -1.861
H -1.768 -0.942 -2.057
H -1.087 -2.093 0.181
H -2.396 -0.964 -0.004

=====

Entry 4:
45
Properties=species:S:1:pos:R:3 method="wB97M-V/def2-TZVPD" total_energy_ha=-1573.93206 fmax_ha_per_bohr=0.024 homo_lumo_gap_ev=8.973 e_above_lowest_kcal_mol=32.40 homo_ev=-8.7 lumo_energy_ev=0.259 smiles="Cc1ccc(C(=O)NNC(=O)CSc2nnc(-c3ccncc3)n2C)cc1"
C -5.701 -2.603 0.720
C -4.830 -1.425 0.410
C -3.482 -1.423 0.750
C -2.677 -0.338 0.458
C -3.210 0.770 -0.193
C -2.359 1.925 -0.565
O -2.446 2.547 -1.607
N -1.471 2.299 0.399
N -0.428 3.150 0.032
C 0.735 3.060 0.709
O 0.818 2.521 1.795
C 1.907 3.741 0.023
S 3.331 2.601 0.026
C 2.477 1.124 -0.286
N 1.260 1.036 -0.758
N 0.929 -0.255 -0.771
C 1.945 -0.957 -0.333
C 1.918 -2.403 -0.233
C 3.054 -3.207 -0.321
C 2.896 -4.581 -0.217
N 1.730 -5.176 -0.045
C 0.649 -4.414 0.012
C 0.682 -3.035 -0.076
N 2.978 -0.111 -0.001
C 4.244 -0.375 0.617
C -4.552 0.762 -0.563
C -5.352 -0.319 -0.253
H -5.239 -3.248 1.463
H -5.869 -3.188 -0.184
H -6.672 -2.276 1.089
H -3.059 -2.284 1.249
H -1.624 -0.371 0.699
H -1.238 1.720 1.198
H -0.495 3.385 -0.955
H 2.239 4.610 0.592
H 1.681 4.020 -1.004
H 4.032 -2.791 -0.497
H 3.753 -5.239 -0.276
H -0.287 -4.942 0.137
H -0.217 -2.442 -0.035
H 4.534 0.501 1.199
H 5.014 -0.562 -0.135
H 4.158 -1.237 1.278
H -4.953 1.616 -1.088
H -6.395 -0.313 -0.533

=====

Entry 5:
51
Properties=species:S:1:pos:R:3 method="wB97M-V/def2-TZVPD" total_energy_ha=-2793.70822 fmax_ha_per_bohr=0.082 homo_lumo_gap_ev="5.351 / 5.341" e_above_lowest_kcal_mol=0.86 homo_ev="-11.2 / -11.2" lumo_energy_ev="-5.846 / -5.856" charge=+1
Ce 0.290 0.005 0.106
O -3.824 4.711 -1.139
C -2.828 4.053 -0.884
C -1.653 3.720 -1.737
O -1.406 4.126 -2.845
C -0.978 2.572 -1.013
C -1.712 2.244 0.128
O -1.578 1.152 0.765
C -2.733 3.252 0.378
O -3.350 3.498 1.417
O 0.121 1.888 -1.278
N 1.943 1.191 4.288
C 2.001 1.353 2.916
N 1.246 0.425 2.337
C 0.681 -0.281 3.374
N 1.023 0.201 4.618
C -0.324 -1.297 3.261
C -0.998 -1.922 4.379
N -1.837 -2.952 4.276
C -2.100 -3.359 3.033
C -1.468 -2.846 1.944
N -0.610 -1.773 2.030
H 2.354 1.725 5.006
H 2.789 1.932 2.442
H -0.807 -1.637 5.440
H -2.798 -4.169 3.020
H -1.660 -3.128 0.906
I 6.729 -1.781 -1.277
C 5.264 -0.293 -1.147
C 5.416 0.843 -1.983
C 4.327 1.717 -2.107
C 3.150 1.448 -1.431
N 3.003 0.367 -0.619
C 4.050 -0.457 -0.443
H 6.371 1.038 -2.560
H 4.292 2.536 -2.781
H 2.304 2.147 -1.399
H 3.865 -1.256 0.285
C -3.326 0.016 -2.016
C -2.436 -1.161 -2.250
C -2.767 -2.050 -3.214
C -1.986 -3.181 -3.361
N -0.887 -3.420 -2.599
C -0.538 -2.397 -1.822
S 1.029 -2.566 -1.026
N -1.251 -1.285 -1.606
H -2.698 0.940 -1.905
H -3.795 -0.135 -1.059
H -4.132 0.145 -2.848
H -3.583 -1.895 -3.927
H -2.185 -4.006 -4.078

=====

Please write out number 5 again, unchanged.
51
Properties=species:S:1:pos:R:3 method="wB97M-V/def2-TZVPD" total_energy_ha=-2793.70822 fmax_ha_per_bohr=0.082 homo_lumo_gap_ev="5.351 / 5.341" e_above_lowest_kcal_mol=0.86 homo_ev="-11.2 / -11.2" lumo_energy_ev="-5.846 / -5.856" charge=+1
Ce 0.290 0.005 0.106
O -3.824 4.711 -1.139
C -2.828 4.053 -0.884
C -1.653 3.720 -1.737
O -1.406 4.126 -2.845
C -0.978 2.572 -1.013
C -1.712 2.244 0.128
O -1.578 1.152 0.765
C -2.733 3.252 0.378
O -3.350 3.498 1.417
O 0.121 1.888 -1.278
N 1.943 1.191 4.288
C 2.001 1.353 2.916
N 1.246 0.425 2.337
C 0.681 -0.281 3.374
N 1.023 0.201 4.618
C -0.324 -1.297 3.261
C -0.998 -1.922 4.379
N -1.837 -2.952 4.276
C -2.100 -3.359 3.033
C -1.468 -2.846 1.944
N -0.610 -1.773 2.030
H 2.354 1.725 5.006
H 2.789 1.932 2.442
H -0.807 -1.637 5.440
H -2.798 -4.169 3.020
H -1.660 -3.128 0.906
I 6.729 -1.781 -1.277
C 5.264 -0.293 -1.147
C 5.416 0.843 -1.983
C 4.327 1.717 -2.107
C 3.150 1.448 -1.431
N 3.003 0.367 -0.619
C 4.050 -0.457 -0.443
H 6.371 1.038 -2.560
H 4.292 2.536 -2.781
H 2.304 2.147 -1.399
H 3.865 -1.256 0.285
C -3.326 0.016 -2.016
C -2.436 -1.161 -2.250
C -2.767 -2.050 -3.214
C -1.986 -3.181 -3.361
N -0.887 -3.420 -2.599
C -0.538 -2.397 -1.822
S 1.029 -2.566 -1.026
N -1.251 -1.285 -1.606
H -2.698 0.940 -1.905
H -3.795 -0.135 -1.059
H -4.132 0.145 -2.848
H -3.583 -1.895 -3.927
H -2.185 -4.006 -4.078